Here is C5H11NO in the gas phase from OMol25. Energies are from ωB97M-V/def2-TZVPD.

Calculated values
structure (SMILES)	CCCNC(C)=O
energy above the lowest of the compared OMol25 structures with the same formula, charge and spin	8.1	kcal per mole
calculated total energy	-327.11849	hartree
Kohn-Sham gap	10.49	eV
HOMO level	-9.57	eV
net charge	0

Bonds (Å) are listed after each position.
Element x y z (Å)
1 C 0.655 -0.077 2.573  C2 1.519, H8 1.095, H9 1.094, H10 1.095
2 C 0.423 0.078 1.080  C1 1.519, C3 1.532, H11 1.100, H12 1.097
3 C -0.917 0.663 0.620  C2 1.532, N4 1.468, H13 1.096, H14 1.097
4 N -0.928 0.624 -0.847  C3 1.468, C5 1.375, H15 1.009
5 C -0.571 -0.555 -1.458  N4 1.375, C6 1.512, O7 1.220
6 C 0.259 -0.438 -2.717  C5 1.512, H16 1.099, H17 1.094, H18 1.090
7 O -0.812 -1.644 -0.965  C5 1.220
8 H 1.657 -0.489 2.732  C1 1.095
9 H 0.599 0.871 3.117  C1 1.094
10 H -0.067 -0.776 3.008  C1 1.095
11 H 1.214 0.697 0.632  C2 1.100
12 H 0.455 -0.917 0.618  C2 1.097
13 H -1.763 0.093 1.017  C3 1.096
14 H -1.053 1.709 0.925  C3 1.097
15 H -0.614 1.468 -1.303  N4 1.009
16 H 1.304 -0.615 -2.426  C6 1.099
17 H 0.197 0.541 -3.203  C6 1.094
18 H -0.035 -1.232 -3.402  C6 1.090

Results of the Löwdin charge analysis, in e, for atoms 1 through 2: number 1, C, carries -0.110; number 2, C, carries -0.263